[1]
{
  "formula": "C4H11N2",
  "method": "ωB97M-V with the def2-TZVPD basis set",
  "symbols": ["H", "N", "H", "H", "H", "C", "C", "H", "C", "H", "H", "H", "C", "H", "H", "N", "H"],
  "xyz": [[-1.61, -1.82, -0.36], [1.60, 0.15, -1.55], [-0.78, 1.91, 1.62], [-0.45, 0.32, -2.03], [-0.84, 0.36, 2.49], [0.29, -0.40, -1.63], [-1.13, -1.34, 0.48], [1.62, 1.09, -1.85], [-0.24, 1.11, 1.93], [-0.46, -2.16, 0.91], [2.25, -0.41, -2.09], [-1.75, -0.91, 1.27], [-0.21, -0.28, -0.06], [0.68, 1.49, 0.10], [0.60, 1.42, 2.58], [0.13, 0.78, 0.62], [0.28, -1.29, -2.44]],
  "nbo_charge": [0.2680, -0.8590, 0.2270, 0.2182, 0.2395, -0.2906, -0.7113, 0.3723, -0.4300, 0.2879, 0.4000, 0.2467, 0.5092, 0.4373, 0.2523, -0.4490, 0.2815],
  "charge": 1,
  "e_homo_ev": -14.09,
  "max_force_ha_per_bohr": 0.09883,
  "smiles": "C/[NH+]=C(\\C)CN",
  "total_energy_ev": -7298.30861,
  "mol_weight_g_mol": 87.1,
  "e_above_lowest_kj_mol": 254.7
}

---

[2]
{
  "formula": "C30H52P2V",
  "method": "ωB97M-V with the def2-TZVPD basis set",
  "symbols": ["H", "H", "H", "C", "C", "H", "H", "H", "C", "H", "H", "H", "C", "H", "H", "H", "C", "H", "H", "C", "H", "H", "H", "P", "H", "H", "C", "C", "C", "H", "H", "H", "C", "P", "H", "C", "H", "H", "C", "C", "H", "C", "C", "C", "C", "C", "C", "V", "H", "H", "H", "C", "H", "H", "H", "C", "H", "H", "H", "C", "H", "H", "H", "H", "H", "H", "H", "H", "H", "H", "C", "C", "H", "H", "C", "C", "H", "H", "C", "C", "C", "H", "H", "H", "C"],
  "xyz": [[3.84, 0.25, 5.27], [1.63, -3.57, 2.87], [-4.94, 2.00, 0.29], [-2.67, -0.45, -4.45], [-1.77, 2.10, 1.58], [-1.91, 0.60, -1.54], [-2.44, 4.89, -0.94], [1.09, 1.31, 4.30], [-3.36, 0.21, -0.02], [0.08, -2.35, -2.46], [3.40, -3.38, 2.78], [4.73, -1.21, 0.80], [1.20, -3.40, 0.17], [-1.19, 3.84, -0.28], [3.17, -2.83, -3.41], [5.49, -2.28, -0.39], [-3.46, -0.24, 1.36], [0.19, 1.73, -5.58], [-0.71, 0.44, 0.61], [-1.90, 3.95, -1.09], [2.40, 2.27, 5.01], [-1.37, 1.26, -6.31], [-0.22, -4.07, -2.13], [-3.08, 2.60, -1.20], [5.03, 1.11, 2.56], [2.36, -1.96, 2.73], [3.41, -0.16, 4.35], [-0.13, -3.65, 0.74], [-2.20, -0.82, 2.12], [4.15, -0.82, 3.90], [-0.40, 2.02, -0.10], [-5.46, 2.93, -1.13], [2.46, 0.42, 2.18], [-1.21, 0.57, -3.92], [-1.54, 3.18, 1.58], [3.59, -2.37, -2.51], [-1.52, -1.25, 1.36], [-1.02, -0.35, 3.91], [0.57, -3.33, -2.32], [-1.28, 1.43, 2.82], [-4.13, 1.44, -3.04], [1.54, -3.31, -1.22], [2.38, -3.09, 0.93], [2.92, -2.90, -1.31], [-1.18, 1.39, 0.35], [-4.67, 2.85, -0.36], [-1.47, 0.13, 3.04], [1.81, -1.50, -0.36], [1.74, 2.73, 3.44], [4.74, 2.23, 3.92], [-4.19, -1.07, 1.33], [2.00, 1.88, 4.07], [-2.86, 2.04, 1.51], [4.67, -2.53, -2.46], [-0.08, 0.04, -6.05], [4.77, -2.26, 0.44], [-0.23, -3.18, 1.72], [-0.94, -3.29, 0.10], [-0.78, 2.10, 3.54], [2.04, -0.12, 1.16], [-2.61, 2.30, -4.94], [-3.30, -0.62, -3.57], [3.45, -1.28, -2.58], [-3.25, 0.07, -5.22], [2.52, -0.74, 4.62], [-2.33, -1.42, -4.83], [1.06, -3.60, -3.26], [5.16, -2.85, 1.28], [-3.95, 0.52, 2.02], [-4.11, -0.18, -0.73], [-2.32, 1.05, -0.61], [-3.45, 2.30, -2.96], [-1.34, 4.02, -2.02], [-1.51, 2.96, -3.70], [-0.57, 0.93, -5.64], [4.29, 1.78, 3.02], [4.04, 2.58, 2.31], [-4.04, 3.18, -3.26], [2.44, -3.01, 2.40], [-2.24, 2.16, -3.91], [3.04, 0.99, 3.40], [-4.66, 3.77, 0.25], [-0.32, -4.72, 0.89], [-2.51, -1.68, 2.74], [3.43, -2.75, 0.02]],
  "lowdin_charge": [0.0889, 0.0873, 0.0610, -0.3001, -0.1920, 0.0542, 0.0781, 0.0631, -0.1254, 0.0682, 0.0949, 0.0806, -0.3047, 0.0466, 0.0849, 0.0810, -0.1918, 0.0411, 0.0793, -0.1399, 0.0892, 0.0438, 0.0894, 0.9768, 0.0845, 0.0418, -0.0542, -0.0314, -0.1545, 0.0866, 0.1124, 0.0727, -0.1649, 0.8638, 0.1119, -0.0292, 0.0896, 0.1102, -0.0368, -0.0944, 0.0918, -0.3292, -0.2732, -0.3247, -0.1927, -0.1471, -0.0961, 0.7370, 0.0852, 0.0877, 0.1198, -0.0629, 0.0827, 0.0885, 0.0422, -0.0116, 0.0730, 0.0790, 0.1014, -0.0636, 0.0813, 0.0221, 0.0923, 0.0519, 0.0866, 0.0438, 0.0844, 0.0905, 0.1276, 0.1184, -0.4145, -0.3205, 0.0591, 0.0584, -0.3017, -0.0492, 0.0877, 0.1032, -0.0197, -0.4183, -0.6423, 0.0764, 0.1003, 0.1190, -0.2864],
  "multiplicity": 3,
  "charge": 1,
  "e_homo_ev": [-8.38, -7.98],
  "max_force_ha_per_bohr": 0.06201,
  "total_energy_ev": -76206.13269,
  "mol_weight_g_mol": 525.6,
  "e_above_lowest_kj_mol": 192.1
}

---

[3]
{
  "formula": "C16H20N2O3STi",
  "method": "ωB97M-V with the def2-TZVPD basis set",
  "symbols": ["H", "S", "H", "C", "C", "C", "H", "C", "H", "C", "H", "H", "H", "C", "H", "O", "H", "C", "C", "C", "C", "H", "C", "H", "H", "C", "O", "Ti", "C", "H", "H", "C", "H", "C", "N", "H", "H", "H", "C", "H", "N", "O", "H"],
  "xyz": [[-0.62, 1.32, -0.22], [-0.25, 1.30, -2.57], [0.89, -1.84, 3.52], [0.69, 3.03, -0.80], [1.50, -1.01, 3.20], [-3.20, -0.64, 1.77], [3.94, -1.41, 2.15], [4.96, -2.37, -0.17], [0.05, 3.11, -4.10], [-1.23, -1.17, 0.33], [1.59, 2.45, -0.59], [-3.16, -1.62, -1.47], [5.31, -1.82, -1.04], [-5.43, -0.77, 0.89], [1.56, 2.32, -3.62], [2.69, -2.12, -0.82], [0.53, 3.71, 0.03], [-4.92, -1.17, -0.34], [0.81, 3.77, -2.13], [-0.50, 2.10, -0.98], [1.84, -1.17, 1.75], [-2.51, -0.44, 2.59], [-4.56, -0.51, 1.94], [2.41, -0.97, 3.80], [0.91, -0.11, 3.35], [-2.69, -1.04, 0.53], [-0.81, -1.53, -0.88], [1.06, -1.31, -1.20], [3.56, -1.95, 0.16], [-5.60, -1.38, -1.16], [-4.96, -0.21, 2.90], [0.62, 2.74, -3.25], [0.04, 4.54, -2.20], [-3.56, -1.30, -0.52], [0.90, -1.09, 0.84], [5.63, -2.19, 0.67], [1.77, 4.27, -2.23], [4.97, -3.43, -0.42], [3.19, -1.47, 1.38], [-6.50, -0.68, 1.03], [-0.41, -0.92, 1.29], [0.92, 0.31, -2.32], [-1.45, 2.65, -1.07]],
  "nbo_charge": [0.2688, 1.2507, 0.2596, -0.4166, -0.6734, -0.1782, 0.2361, -0.6699, 0.2588, 0.5306, 0.2212, 0.2271, 0.2395, -0.1780, 0.2653, -0.7408, 0.2492, -0.2145, -0.4151, -0.5888, 0.3549, 0.2316, -0.2122, 0.2300, 0.2514, -0.0824, -0.7759, 1.7336, 0.4703, 0.2241, 0.2249, -0.5827, 0.2238, -0.1895, -0.4408, 0.2339, 0.2472, 0.2472, -0.4115, 0.2249, -0.3839, -1.0036, 0.2533],
  "multiplicity": 2,
  "charge": 1,
  "e_homo_ev": [-11.08, -11.15],
  "max_force_ha_per_bohr": 0.00323,
  "total_energy_ev": -59986.36181,
  "mol_weight_g_mol": 368.3,
  "e_above_lowest_kj_mol": 0.0
}